No. 1
Formula: C5H8O2
Source: the Open Molecules 2025 dataset
Level of theory: ωB97M-V/def2-TZVPD

Structure (XYZ):
```
15
Properties=species:S:1:pos:R:3:nbo_charge:R:1
C -0.108 -0.232 -1.138 0.1014
H 0.290 1.470 1.048 0.2644
H -1.141 -1.742 0.068 0.2266
C -0.217 -1.163 0.086 -0.4990
H 2.085 0.121 -0.570 0.2113
H 0.633 -1.848 0.125 0.2222
H -1.917 0.530 0.969 0.4830
C 0.271 1.301 0.004 0.0121
O -0.864 0.969 -0.767 -0.5289
C 1.183 0.593 -0.962 -0.4650
O -1.439 0.168 1.733 -0.7100
H 1.409 1.170 -1.870 0.2272
H 0.419 -0.472 2.125 0.1866
H -0.407 -0.651 -2.101 0.1928
C -0.197 -0.214 1.249 0.0752
```

Its HOMO-LUMO gap is 8.8849 eV.


No. 2
Formula: C5H8O2
Source: the Open Molecules 2025 dataset
Level of theory: ωB97M-V/def2-TZVPD

Structure (XYZ):
```
15
Properties=species:S:1:pos:R:3:nbo_charge:R:1
H -0.430 1.957 0.623 0.2277
C -1.381 -0.875 0.918 -0.4376
H -1.695 -0.933 -1.319 0.2139
C 1.622 0.652 0.190 0.3897
O 2.247 0.678 -1.044 -0.7006
H -2.287 -0.304 1.097 0.2171
C -0.254 -0.212 0.239 0.2151
H -0.304 1.533 -1.072 0.2038
H -1.097 -1.572 1.699 0.2304
H 2.453 0.830 0.911 0.1782
C 0.050 1.237 -0.052 -0.4791
O 1.056 -0.561 0.625 -0.5171
H 1.534 0.961 -1.621 0.4703
C -1.025 -1.229 -0.518 -0.4435
H -0.489 -2.161 -0.676 0.2316
```

Its HOMO-LUMO gap is 10.4302 eV. As for the SMILES: O[C@H]1CC2(CC2)O1.


No. 3
Formula: C5H8O2
Source: the Open Molecules 2025 dataset
Level of theory: ωB97M-V/def2-TZVPD

Structure (XYZ):
```
15
Properties=species:S:1:pos:R:3:nbo_charge:R:1
H 1.466 -0.005 2.277 0.1544
C 0.507 0.661 0.159 0.0997
H 2.237 -0.362 1.783 -0.0335
C -1.914 -0.387 -0.609 -0.6318
H -2.560 0.099 0.128 0.2315
C 0.470 0.127 1.555 0.1352
H 1.344 2.252 -0.482 0.4799
O -0.262 -0.976 1.207 -0.4925
C 0.776 -0.447 -0.853 -0.4456
H 1.528 -1.206 -0.644 0.2306
H -1.962 0.182 -1.542 0.2312
H -2.299 -1.395 -0.801 0.2279
O 0.464 1.990 -0.183 -0.6735
C -0.507 -0.428 -0.113 0.2558
H 0.712 -0.105 -1.883 0.2308
```

Its HOMO-LUMO gap is 8.4310 eV.


No. 4
Formula: C5H8O2
Source: the Open Molecules 2025 dataset
Level of theory: ωB97M-V/def2-TZVPD

Structure (XYZ):
```
15
Properties=species:S:1:pos:R:3:nbo_charge:R:1
O 1.319 1.087 -1.313 -0.4828
C 0.661 0.090 -0.561 0.2044
H -1.509 -1.214 1.126 0.1948
C -1.114 -0.333 0.616 0.0971
H -0.282 1.205 1.107 0.2772
C 1.918 -0.203 -1.260 -0.1039
C -0.743 -0.439 -0.890 -0.4553
H -2.260 1.333 0.257 0.4736
C 0.273 0.252 0.912 -0.4894
H -0.755 -1.452 -1.309 0.2261
H 1.907 -0.756 -2.206 0.1792
O -2.008 0.769 1.007 -0.7440
H -1.335 0.217 -1.533 0.2187
H 0.939 -0.088 1.718 0.2218
H 2.860 -0.261 -0.715 0.1824
```

Its HOMO-LUMO gap is 11.0647 eV. As for the SMILES: O[C@H]1C[C@]2(CO2)C1.


No. 5
Formula: C5H8O2
Source: the Open Molecules 2025 dataset
Level of theory: ωB97M-V/def2-TZVPD

Structure (XYZ):
```
15
Properties=species:S:1:pos:R:3:nbo_charge:R:1
H -1.533 -1.237 0.464 0.2244
H 1.012 -1.973 -1.021 0.2288
C -1.164 0.950 0.953 -0.5260
H -0.233 -0.918 1.649 0.2108
C 0.227 -0.160 -0.349 0.1352
H 1.902 -1.376 0.390 0.2160
H -1.163 1.363 1.964 0.2328
C 1.425 -1.073 -0.547 -0.6348
O 0.546 2.364 -0.246 -0.5181
C -0.762 -0.530 0.770 -0.4125
H 2.181 -0.662 -1.224 0.2198
C 0.056 1.325 0.105 0.6046
H -0.002 0.553 -2.131 0.4777
H -2.108 1.215 0.466 0.2449
O -0.498 -0.076 -1.584 -0.7035
```

Its HOMO-LUMO gap is 10.3220 eV. As for the SMILES: C[C@@]1(O)CCC1=O.


No. 6
Formula: C5H8O2
Source: the Open Molecules 2025 dataset
Level of theory: ωB97M-V/def2-TZVPD

Structure (XYZ):
```
15
Properties=species:S:1:pos:R:3:nbo_charge:R:1
C 2.703 0.021 0.287 0.3495
O 3.103 1.078 -0.143 -0.4836
C -0.984 -0.484 0.118 -0.3875
H -1.738 -0.054 -1.867 0.2024
H 3.272 -0.936 0.195 0.1328
H -0.113 1.484 0.420 0.2429
C 1.324 0.018 0.954 0.5049
H -2.926 -0.825 -0.798 0.2153
C -2.108 -0.097 -0.836 -0.6033
H -2.515 0.889 -0.584 0.2058
H 0.552 0.623 -0.964 0.2164
H -1.344 -0.528 1.151 0.2175
H -0.614 -1.486 -0.134 0.1955
C 0.193 0.492 0.063 -0.5074
O 1.194 -0.197 2.139 -0.5013
```

Its HOMO-LUMO gap is 9.7108 eV. As for the SMILES: CCCC(=O)C=O.


No. 7
Formula: C5H8O2
Source: the Open Molecules 2025 dataset
Level of theory: ωB97M-V/def2-TZVPD

Structure (XYZ):
```
15
Properties=species:S:1:pos:R:3:nbo_charge:R:1
C 1.015 0.076 1.169 -0.4229
H 0.511 1.868 -0.082 0.2165
H -2.100 -0.749 1.104 0.4983
O -1.358 -0.397 1.627 -0.6971
C 0.243 1.311 0.812 -0.4244
O -1.802 -1.109 -0.847 -0.5690
H -0.239 -0.019 -2.680 0.2470
H 0.597 -1.457 -2.096 0.2490
C 0.270 -0.450 -1.814 -0.7206
C -0.718 -0.578 -0.678 0.5800
H -0.154 1.906 1.629 0.2384
H 1.151 0.148 -1.573 0.2173
H 1.830 -0.242 0.524 0.2175
C -0.401 -0.053 0.685 0.1306
H 1.151 -0.146 2.223 0.2393
```

Its HOMO-LUMO gap is 10.6081 eV. As for the SMILES: CC(=O)C1(O)CC1.


No. 8
Formula: C5H8O2
Source: the Open Molecules 2025 dataset
Level of theory: ωB97M-V/def2-TZVPD

Structure (XYZ):
```
15
Properties=species:S:1:pos:R:3:nbo_charge:R:1
C -0.479 -1.519 0.711 -0.6046
C -0.717 1.031 0.384 -0.0681
H -1.673 1.313 -0.060 0.2049
O -1.149 -0.654 -1.360 -0.7117
C 2.208 0.316 -0.790 -0.2159
C 1.113 -0.165 -0.645 -0.0473
H 0.055 -1.372 1.654 0.2107
H -0.106 -2.433 0.241 0.2232
H -0.694 -0.521 -2.198 0.4839
H 0.949 2.030 0.627 0.4679
H -0.837 0.892 1.463 0.1628
H -1.542 -1.681 0.929 0.2237
H 3.056 0.956 -0.850 0.2381
C -0.296 -0.346 -0.263 0.1369
O 0.114 2.151 0.155 -0.7045
```

Its HOMO-LUMO gap is 10.8693 eV. As for the SMILES: C#C[C@](C)(O)CO.


No. 9
Formula: C5H8O2
Source: the Open Molecules 2025 dataset
Level of theory: ωB97M-V/def2-TZVPD

Structure (XYZ):
```
15
Properties=species:S:1:pos:R:3:nbo_charge:R:1
H 0.352 0.278 -1.768 0.2338
H 1.416 1.281 -0.743 0.2219
O 0.702 -1.977 -0.611 -0.6257
H 2.055 -0.766 0.486 0.1826
H 0.932 -1.890 -1.546 0.4865
C 0.659 0.493 -0.739 -0.4864
O -1.265 -1.289 -1.125 -0.1639
H -0.820 -1.302 1.076 0.2563
H -2.002 1.716 1.282 0.2022
C -1.338 1.703 0.423 -0.4020
H 0.214 -0.266 2.111 0.2189
C -0.091 -0.488 1.087 -0.4775
C 1.036 -0.761 0.076 0.1005
C -0.467 0.724 0.254 0.0527
H -1.382 2.545 -0.262 0.2004
```

Its HOMO-LUMO gap (spin up / spin down) is 7.9429 / 8.0214 eV.


No. 10
Formula: C5H8O2
Source: the Open Molecules 2025 dataset
Level of theory: ωB97M-V/def2-TZVPD

Structure (XYZ):
```
15
Properties=species:S:1:pos:R:3:nbo_charge:R:1
C -0.705 0.222 -0.125 0.3646
C -1.884 -0.671 0.217 -0.6901
H 2.646 -0.142 0.472 0.2229
C 1.655 -0.324 0.044 -0.5303
H 0.238 -0.465 1.704 0.2226
H -2.509 -0.191 0.996 0.2247
O 2.138 0.634 -2.130 -0.5011
O -1.152 1.401 -0.629 -0.6933
H -1.563 -1.635 0.622 0.2159
C 1.344 0.297 -1.303 0.4853
H 1.549 -1.390 -0.201 0.2384
H -2.534 -0.823 -0.647 0.2318
H 0.663 1.193 1.202 0.2176
H -0.352 1.720 -1.068 0.4884
C 0.466 0.174 0.846 -0.4972
```

Its HOMO-LUMO gap (spin up / spin down) is 8.5085 / 7.5272 eV.


No. 11
Formula: C5H8O2
Source: the Open Molecules 2025 dataset
Level of theory: ωB97M-V/def2-TZVPD

Structure (XYZ):
```
15
Properties=species:S:1:pos:R:3:nbo_charge:R:1
C 0.809 0.078 1.482 -0.6269
H 1.563 0.851 1.664 0.2409
C -0.483 -1.077 -0.372 -0.0835
H -1.196 -0.306 -2.018 0.4707
H 1.139 -0.052 -1.652 0.4844
C -0.214 2.451 0.135 0.2771
C 0.288 0.173 0.048 0.2578
H -1.830 1.116 -0.439 0.2703
O 1.407 0.293 -0.784 -0.7043
H 1.285 -0.898 1.631 0.2149
H 0.007 0.202 2.211 0.2188
C -0.795 1.335 -0.159 -0.6752
O -0.661 -1.076 -1.776 -0.7154
H 0.115 -1.960 -0.140 0.1988
H -1.435 -1.128 0.170 0.1715
```

Its HOMO-LUMO gap is 9.9777 eV.


No. 12
Formula: C5H8O2
Source: the Open Molecules 2025 dataset
Level of theory: ωB97M-V/def2-TZVPD

Structure (XYZ):
```
15
Properties=species:S:1:pos:R:3:nbo_charge:R:1
H 1.406 2.730 0.204 0.4816
C 1.595 -1.089 -0.297 -0.3707
H -0.745 -0.899 -1.730 0.2180
C 0.482 1.085 0.427 0.3224
C 0.477 -0.336 -0.023 -0.0963
O -0.686 1.684 0.857 -0.7042
C -1.902 -1.099 0.007 -0.3841
H 1.504 -2.141 -0.542 0.2078
C -0.773 -0.808 -0.646 -0.2256
H -2.803 -1.358 -0.540 0.2018
O 1.212 1.956 -0.348 -0.6972
H -1.356 1.449 0.193 0.4786
H 2.569 -0.756 0.043 0.1992
H -2.024 -0.879 1.063 0.2016
H 1.043 0.463 1.335 0.1672
```

Its HOMO-LUMO gap is 9.6859 eV. As for the SMILES: C=CC(=C)C(O)O.